DFT (ωB97M-V with the def2-TZVPD basis set) results for a structure of composition C56H154AsF6N14O14Sn in a non-equilibrium geometry.

The calculation puts the HOMO-LUMO gap at 8.81 eV. The highest occupied orbital energy is -10.4 eV. Its energy above the lowest of the compared OMol25 structures with the same formula, charge and spin is 0.00 kcal/mol. Its charge is +1. For the largest force on an atom, the calculation gives 3.47 eV Å⁻¹.

XYZ file:
```
246
C56H154AsF6N14O14Sn | OMol25 | ωB97M-V with the def2-TZVPD basis set
Sn -1.84 3.46 0.25
As 0.07 -0.16 -0.33
F 0.41 0.90 -1.77
F -1.22 -0.83 -1.31
F -0.35 -1.18 0.97
F 1.27 0.69 0.54
F -1.22 1.09 0.20
F 1.23 -1.24 -0.87
C 1.50 -1.48 5.05
C 0.61 -0.25 5.03
C 1.05 0.83 6.00
O 2.26 1.47 5.68
C 2.54 2.41 6.65
N 0.57 0.25 3.64
H 1.30 -1.99 5.95
H 2.52 -1.17 4.87
H 1.25 -2.18 4.22
H -0.44 -0.56 5.22
H 1.18 0.36 7.01
H 0.25 1.54 6.08
H 2.96 2.06 7.56
H 1.64 3.02 6.80
H 3.26 3.15 6.26
H 1.44 0.80 3.52
H 0.60 -0.60 3.08
C 3.47 -5.09 1.13
C 4.11 -5.33 -0.21
C 3.67 -4.24 -1.18
O 3.91 -4.52 -2.54
C 3.05 -5.41 -3.15
N 5.57 -5.33 -0.06
H 2.40 -5.07 1.03
H 3.83 -4.22 1.65
H 3.62 -5.89 1.86
H 3.81 -6.33 -0.52
H 4.35 -3.38 -0.98
H 2.59 -4.05 -1.03
H 3.14 -5.29 -4.22
H 2.00 -5.22 -2.86
H 3.20 -6.47 -2.96
H 5.96 -5.66 -0.91
H 5.83 -4.35 0.12
C 2.33 4.78 -1.47
C 0.91 4.97 -0.85
C -0.03 5.71 -1.75
O -1.25 5.87 -1.06
C -2.30 6.61 -1.77
N 0.40 3.66 -0.45
H 2.20 4.39 -2.52
H 3.06 4.15 -0.94
H 2.84 5.74 -1.62
H 1.07 5.55 0.09
H -0.09 5.14 -2.68
H 0.37 6.70 -1.90
H -2.51 6.23 -2.78
H -1.96 7.63 -1.95
H -3.24 6.58 -1.20
H 0.88 3.41 0.44
H 0.56 2.90 -1.13
C 7.80 -1.62 1.65
C 6.99 -0.41 2.20
C 5.56 -0.84 2.41
O 4.89 -1.21 1.24
C 3.49 -1.41 1.50
N 7.55 0.23 3.43
H 7.27 -2.10 0.84
H 8.00 -2.30 2.47
H 8.79 -1.34 1.30
H 7.00 0.37 1.39
H 5.08 -0.03 2.95
H 5.42 -1.71 3.14
H 3.07 -1.64 0.56
H 3.13 -0.46 1.86
H 3.34 -2.15 2.27
H 7.71 -0.46 4.18
H 8.46 0.63 3.22
C 5.01 2.48 1.56
C 4.75 3.22 2.91
C 3.30 3.34 3.27
O 2.35 4.12 2.39
C 2.54 5.56 2.47
N 5.26 2.50 4.08
H 6.08 2.23 1.43
H 4.71 3.08 0.66
H 4.43 1.57 1.51
H 5.13 4.24 2.94
H 3.16 3.66 4.29
H 2.83 2.34 3.17
H 3.36 5.82 1.81
H 2.91 5.85 3.47
H 1.65 6.09 2.21
H 6.18 2.09 3.92
H 4.55 1.80 4.41
C -2.65 2.66 -4.71
C -2.64 3.31 -3.31
C -4.09 3.28 -2.76
O -4.39 4.26 -1.77
C -5.66 4.00 -1.15
N -1.78 2.67 -2.31
H -1.67 2.45 -5.14
H -3.21 3.36 -5.45
H -3.17 1.69 -4.71
H -2.22 4.28 -3.51
H -4.21 2.29 -2.27
H -4.77 3.41 -3.60
H -6.45 3.53 -1.77
H -6.13 4.93 -0.75
H -5.51 3.33 -0.28
H -1.97 1.67 -2.33
H -0.83 2.67 -2.72
C -6.38 -2.83 0.88
C -6.09 -3.65 -0.39
C -5.56 -2.85 -1.53
O -6.42 -1.73 -1.85
C -5.97 -1.17 -3.09
N -5.19 -4.71 -0.05
H -5.33 -2.65 1.27
H -6.76 -3.62 1.55
H -6.88 -1.86 0.66
H -7.04 -4.06 -0.72
H -5.40 -3.45 -2.40
H -4.57 -2.38 -1.26
H -4.95 -0.83 -3.06
H -6.64 -0.37 -3.45
H -5.96 -1.88 -3.94
H -4.84 -5.28 -0.84
H -4.38 -4.34 0.43
C -0.77 3.36 4.81
C -1.34 3.74 3.44
C -1.29 5.19 3.11
O -2.19 5.42 2.01
C -2.51 6.79 1.75
N -0.72 2.89 2.32
H -1.26 3.95 5.57
H 0.32 3.39 4.91
H -1.08 2.33 4.91
H -2.38 3.47 3.49
H -0.24 5.44 2.92
H -1.70 5.77 3.96
H -3.12 7.25 2.52
H -3.04 6.87 0.82
H -1.57 7.39 1.73
H 0.28 2.93 2.39
H -0.84 1.85 2.55
C -1.89 -2.16 -4.30
C -1.45 -3.61 -4.36
C -0.50 -3.91 -5.51
O -0.25 -5.32 -5.50
C 0.78 -5.67 -6.45
N -0.85 -4.01 -3.11
H -2.80 -2.08 -3.69
H -2.14 -1.74 -5.26
H -1.18 -1.53 -3.76
H -2.33 -4.24 -4.61
H 0.46 -3.40 -5.36
H -0.84 -3.59 -6.51
H 0.47 -5.52 -7.49
H 0.97 -6.74 -6.37
H 1.72 -5.07 -6.30
H -0.27 -4.83 -3.19
H -0.23 -3.26 -2.88
C -0.09 -5.49 1.71
C -0.76 -5.17 0.31
C -1.63 -6.28 -0.25
O -0.84 -7.43 -0.41
C -1.62 -8.58 -0.55
N -1.63 -3.98 0.30
H 0.51 -4.62 2.02
H 0.58 -6.33 1.61
H -0.82 -5.60 2.48
H 0.11 -4.99 -0.34
H -2.08 -5.91 -1.18
H -2.41 -6.40 0.53
H -0.92 -9.36 -0.78
H -2.38 -8.52 -1.27
H -2.06 -8.82 0.45
H -1.71 -3.69 -0.63
H -1.03 -3.20 0.62
C -2.71 -0.99 3.44
C -2.46 -2.42 3.96
C -2.86 -2.72 5.44
O -2.17 -1.74 6.24
C -2.49 -1.77 7.67
N -3.30 -3.35 3.18
H -2.37 -0.21 4.12
H -3.76 -0.81 3.29
H -2.13 -0.88 2.50
H -1.38 -2.65 3.84
H -2.53 -3.71 5.70
H -3.96 -2.56 5.54
H -3.41 -1.19 7.75
H -1.70 -1.22 8.08
H -2.65 -2.79 8.04
H -3.29 -4.33 3.52
H -2.92 -3.37 2.24
C -5.76 1.69 4.40
C -4.84 2.06 3.25
C -5.31 1.31 1.97
O -4.25 1.38 0.93
C -4.48 0.41 -0.08
N -4.75 3.48 2.99
H -5.63 0.66 4.64
H -6.75 1.87 4.07
H -5.51 2.25 5.29
H -3.86 1.68 3.59
H -6.22 1.81 1.66
H -5.48 0.25 2.22
H -3.91 -0.54 0.02
H -4.05 0.89 -1.00
H -5.58 0.25 -0.33
H -4.88 3.61 1.99
H -5.61 3.88 3.37
C 0.42 0.64 -6.25
C 1.22 1.90 -5.93
C 0.75 3.11 -6.71
O 1.03 3.02 -8.10
C 0.59 4.08 -8.87
N 1.15 2.28 -4.54
H -0.59 0.94 -6.19
H 0.73 -0.20 -5.57
H 0.64 0.20 -7.21
H 2.27 1.73 -6.30
H 1.23 3.95 -6.21
H -0.38 3.20 -6.62
H -0.49 4.23 -8.82
H 0.75 3.89 -9.93
H 1.10 5.00 -8.58
H 1.41 1.49 -3.97
H 1.79 3.07 -4.39
C 5.95 0.89 -2.40
C 4.47 0.72 -2.78
C 4.15 -0.67 -3.37
O 2.88 -0.67 -3.97
C 2.35 -1.95 -4.21
N 3.71 1.09 -1.65
H 6.55 0.51 -3.24
H 6.28 0.40 -1.44
H 6.15 1.98 -2.40
H 4.22 1.37 -3.59
H 4.16 -1.42 -2.61
H 4.90 -0.94 -4.17
H 2.56 -2.61 -3.40
H 2.91 -2.35 -5.08
H 1.31 -1.82 -4.42
H 2.74 0.85 -1.71
H 4.03 0.64 -0.79
```

Mulliken population analysis, charges in e, atoms 1 to 4: Sn 2.817; As 2.035; F -0.765; F -0.486

DFT (ωB97M-V with the def2-TZVPD basis set) results for a structure of composition C6H10I2O in a non-equilibrium geometry.

The calculation puts the HOMO-LUMO gap (spin up / spin down) at 7.26 / 7.26 eV. The highest occupied orbital energy (spin up / spin down) is -9.4 / -9.4 eV. Its energy above the lowest of the compared OMol25 structures with the same formula, charge and spin is 22.66 kcal/mol. For the largest force on an atom, the calculation gives 5.76 eV Å⁻¹.

XYZ file:
```
19
C6H10I2O | OMol25 | ωB97M-V with the def2-TZVPD basis set
C 1.67 -0.28 1.22
C -0.69 0.76 -1.63
C -1.14 0.84 0.86
C -0.68 -1.37 -0.16
C 1.09 0.25 -0.05
C -0.38 0.14 -0.19
O 1.15 -1.01 1.96
I 3.33 1.04 1.91
I 2.82 -1.56 -1.11
H -1.74 0.56 -1.76
H -0.16 0.21 -2.37
H -0.35 1.81 -1.34
H -1.16 1.83 0.98
H -0.83 0.42 1.86
H -2.25 0.53 0.89
H -0.45 -1.83 0.90
H -1.78 -1.50 -0.50
H -0.06 -1.88 -0.94
H 1.61 1.04 -0.54
```

Mulliken population analysis, charges in e, atoms 1 to 4: C 0.542; C -1.531; C -1.655; C -1.318

DFT (ωB97M-V with the def2-TZVPD basis set) results for a structure of composition C36H72Li3O13P in a non-equilibrium geometry.

The calculation puts the HOMO-LUMO gap at 8.12 eV. The highest occupied orbital energy is -7.8 eV. Its energy above the lowest of the compared OMol25 structures with the same formula, charge and spin is 22.97 kcal/mol. For the largest force on an atom, the calculation gives 1.87 eV Å⁻¹.

XYZ file:
```
125
C36H72Li3O13P | OMol25 | ωB97M-V with the def2-TZVPD basis set
Li 0.71 -0.17 1.82
Li -1.94 1.99 0.94
Li 0.14 -1.43 -1.57
P -0.69 0.25 -0.08
O -0.18 0.42 -1.54
O -2.22 0.27 0.03
O -0.18 1.29 0.98
O -0.01 -1.09 0.35
C 0.53 3.21 -4.63
C 1.68 3.56 -5.57
C 2.06 2.20 -6.10
O 1.96 1.32 -4.99
C 1.00 1.84 -4.05
H -0.43 3.14 -5.12
H 0.46 3.91 -3.79
H 2.53 3.94 -5.00
H 1.39 4.27 -6.34
H 3.05 2.12 -6.56
H 1.35 1.88 -6.88
H 1.50 2.00 -3.10
H 0.14 1.18 -4.01
C 0.97 -5.37 0.59
C 2.16 -6.17 1.08
C 2.60 -5.42 2.34
O 2.27 -4.06 2.08
C 1.32 -3.94 1.02
H 0.03 -5.74 1.01
H 0.88 -5.44 -0.49
H 3.03 -6.18 0.42
H 1.92 -7.22 1.28
H 3.68 -5.55 2.47
H 2.07 -5.73 3.24
H 1.61 -3.32 0.18
H 0.41 -3.52 1.47
C -3.42 -2.64 -3.37
C -2.94 -4.06 -3.11
C -1.47 -3.87 -2.67
O -1.36 -2.47 -2.37
C -2.64 -1.82 -2.36
H -4.50 -2.52 -3.36
H -3.13 -2.40 -4.40
H -3.07 -4.79 -3.90
H -3.49 -4.49 -2.26
H -0.83 -4.07 -3.53
H -1.21 -4.40 -1.75
H -2.54 -0.77 -2.61
H -3.09 -1.93 -1.37
C 3.98 -1.97 -1.69
C 3.88 -3.38 -2.32
C 2.46 -3.45 -2.87
O 1.74 -2.43 -2.21
C 2.63 -1.32 -2.02
H 4.81 -1.38 -2.07
H 4.08 -2.13 -0.62
H 4.04 -4.17 -1.58
H 4.63 -3.48 -3.11
H 1.97 -4.42 -2.81
H 2.49 -3.17 -3.93
H 2.30 -0.73 -1.17
H 2.77 -0.70 -2.91
C -2.08 0.16 4.88
C -0.85 0.35 5.79
C 0.36 -0.02 4.92
O -0.16 -0.38 3.65
C -1.55 -0.70 3.73
H -2.36 1.12 4.43
H -2.92 -0.26 5.42
H -0.93 -0.39 6.58
H -0.78 1.35 6.22
H 0.87 -0.85 5.41
H 1.01 0.84 4.78
H -1.63 -1.77 3.92
H -2.02 -0.47 2.77
C 3.17 3.57 4.80
C 2.67 4.14 3.48
C 1.28 3.53 3.46
O 0.80 3.59 4.80
C 1.93 3.68 5.69
H 3.99 4.13 5.26
H 3.50 2.54 4.73
H 3.29 3.82 2.65
H 2.72 5.23 3.48
H 1.29 2.51 3.05
H 0.60 4.10 2.83
H 1.93 2.84 6.39
H 1.86 4.63 6.22
C -3.37 -4.23 0.64
C -4.23 -5.08 1.57
C -3.48 -4.92 2.89
O -3.09 -3.56 2.92
C -2.92 -3.09 1.59
H -3.93 -3.85 -0.21
H -2.54 -4.83 0.27
H -4.38 -6.10 1.20
H -5.25 -4.70 1.70
H -2.61 -5.59 2.94
H -4.17 -5.11 3.72
H -1.89 -2.84 1.32
H -3.50 -2.19 1.38
C -2.46 4.12 -2.64
C -3.89 4.40 -2.21
C -3.93 3.95 -0.74
O -2.66 3.36 -0.46
C -2.05 2.98 -1.73
H -1.80 4.96 -2.45
H -2.41 3.85 -3.70
H -4.64 3.84 -2.77
H -4.11 5.47 -2.30
H -4.74 3.23 -0.58
H -4.09 4.80 -0.07
H -2.43 2.00 -2.03
H -0.97 2.91 -1.60
C 0.91 4.81 -0.44
C 1.88 5.92 0.02
C 3.24 5.36 -0.34
O 3.11 3.94 -0.41
C 1.76 3.55 -0.19
H 0.71 4.94 -1.51
H -0.06 4.85 0.05
H 1.82 5.98 1.11
H 1.55 6.84 -0.45
H 4.03 5.60 0.38
H 3.60 5.74 -1.31
H 1.63 3.16 0.82
H 1.49 2.70 -0.82
```

Mulliken population analysis, charges in e, atoms 1 to 4: Li 0.746; Li 0.799; Li 0.806; P -0.418

DFT (ωB97M-V with the def2-TZVPD basis set) results for an isolated molecule of C20H25NO3S in a non-equilibrium geometry.

The calculation puts the HOMO-LUMO gap at 8.73 eV. As for the structure (SMILES): CC[C@@]12C[C@@](C)(O)[C@](O)(c3nccs3)C[C@H]1CCc1cc(O)ccc12. The highest occupied orbital energy is -8.3 eV. Its energy above the lowest of the compared OMol25 structures with the same formula, charge and spin is 11.49 kcal/mol. For the largest force on an atom, the calculation gives 1.79 eV Å⁻¹.

XYZ file:
```
50
C20H25NO3S | OMol25 | ωB97M-V with the def2-TZVPD basis set
N 3.78 3.01 2.44
O -0.84 -4.51 -2.46
O 1.29 3.83 2.45
O -0.31 3.53 0.51
S 3.78 1.02 0.77
C 2.98 2.28 1.70
C 5.10 2.58 2.32
C 5.30 1.55 1.42
C -0.58 -2.15 -2.53
C -0.50 -3.32 -0.44
C -0.39 -0.94 -1.89
C -0.61 -3.35 -1.82
C -0.40 -2.11 0.25
C -0.37 -0.91 -0.46
C -2.91 0.02 0.27
C -0.26 -2.15 1.73
C 1.89 3.73 -0.57
C -0.16 -0.80 2.48
C 0.70 1.52 2.44
C -1.75 1.03 0.41
C 0.59 1.55 -0.51
C 1.48 2.61 1.71
C 0.93 2.83 0.30
C 0.48 0.25 1.58
C -0.27 0.47 0.25
H -0.79 -4.35 -3.42
H 2.08 3.97 3.00
H -0.20 3.95 1.39
H 5.87 2.98 2.98
H 6.27 1.11 1.22
H -0.64 -2.16 -3.62
H -0.53 -4.24 0.08
H -0.35 -0.05 -2.51
H -2.97 -0.41 -0.73
H -2.79 -0.79 1.00
H -3.89 0.49 0.46
H -1.11 -2.70 2.13
H 0.61 -2.73 2.00
H 1.37 4.05 -1.44
H 2.81 3.19 -0.84
H 2.18 4.60 0.01
H 0.48 -0.94 3.37
H -1.12 -0.42 2.81
H 1.24 1.26 3.34
H -0.29 1.91 2.74
H -1.91 1.84 -0.31
H -1.83 1.48 1.39
H 0.09 1.90 -1.45
H 1.50 1.11 -0.84
H 1.45 -0.15 1.34
```

Mulliken population analysis, charges in e, atoms 1 to 4: N -0.629; O -0.576; O -0.722; O -0.640

DFT (ωB97M-V with the def2-TZVPD basis set) results for a cluster of 2 separate species, C2H7NO in total.

The calculation puts the HOMO-LUMO gap at 11.24 eV. As for the structure (SMILES): C=C.NO. The highest occupied orbital energy is -10.1 eV. Its energy above the lowest of the compared OMol25 structures with the same formula, charge and spin is 64.64 kcal/mol. For the largest force on an atom, the calculation gives 0.98 eV Å⁻¹.

XYZ file:
```
11
C2H7NO | OMol25 | ωB97M-V with the def2-TZVPD basis set
N -1.98 0.49 0.48
O -1.78 -0.87 0.95
H -0.89 -0.82 1.36
H -2.88 0.74 0.91
H -2.19 0.34 -0.51
C 1.61 -0.63 -0.71
C 1.63 0.66 -0.35
H 0.87 1.07 0.31
H 2.36 -1.03 -1.38
H 0.84 -1.30 -0.35
H 2.40 1.33 -0.72
```

Mulliken population analysis, charges in e, atoms 1 to 4: N -0.387; O -0.432; H 0.323; H 0.253

DFT (ωB97M-V with the def2-TZVPD basis set) results for a cluster of 2 separate species, CH2Cl2N2S in total in a non-equilibrium geometry.

The calculation puts the HOMO-LUMO gap at 9.81 eV. As for the structure (SMILES): ClNCl.N=C=S. The highest occupied orbital energy is -9.8 eV. Its energy above the lowest of the compared OMol25 structures with the same formula, charge and spin is 1.73 kcal/mol. For the largest force on an atom, the calculation gives 2.77 eV Å⁻¹.

XYZ file:
```
8
CH2Cl2N2S | OMol25 | ωB97M-V with the def2-TZVPD basis set
C 1.03 1.34 -0.44
N 1.38 0.19 -0.60
N -2.04 0.04 0.70
S 0.56 2.78 -0.04
Cl -2.98 1.25 -0.15
Cl -1.55 -1.18 -0.45
H -1.35 0.68 1.05
H 1.91 -0.36 -1.34
```

Mulliken population analysis, charges in e, atoms 1 to 4: C 0.408; N -0.378; N -0.216; S -0.305

DFT (ωB97M-V with the def2-TZVPD basis set) results for a structure of composition C4H3N2O in a non-equilibrium geometry.

The calculation puts the HOMO-LUMO gap (spin up / spin down) at 8.23 / 8.23 eV. The highest occupied orbital energy (spin up / spin down) is -15.1 / -15.1 eV. Its energy above the lowest of the compared OMol25 structures with the same formula, charge and spin is 72.73 kcal/mol. Its charge is +1. For the largest force on an atom, the calculation gives 6.98 eV Å⁻¹.

XYZ file:
```
10
C4H3N2O | OMol25 | ωB97M-V with the def2-TZVPD basis set
C -0.94 -1.48 0.05
C 1.15 1.39 -0.07
C -0.05 -0.53 -0.21
C -1.19 0.40 -0.24
N -1.10 1.59 0.10
N 1.15 0.12 -0.05
O -2.08 -0.74 -0.10
H -0.92 -2.43 0.45
H 1.86 2.06 -0.19
H 2.12 -0.38 0.25
```

Mulliken population analysis, charges in e, atoms 1 to 4: C -0.234; C -0.087; C 0.169; C 0.635